[1]
ORCA calculation (ωB97M-V with the def2-TZVPD basis set) on C19H19F3N2O3 as an isolated structure in a non-equilibrium geometry.

Last column: Löwdin charge in e.
Positions of all 46 atoms, in Å:
O1 2.042236 -0.618428 0.493230  -0.04
C1 1.180992 0.208817 -0.108165  -0.24
N1 -0.176769 -0.126544 -0.363961  -0.06
C2 -1.052994 0.858700 -0.854737  -0.16
H1 -1.622552 0.495431 -1.624708  0.11
C3 -1.818483 1.303029 0.331293  -0.12
N2 -2.329245 0.098924 1.034939  -0.10
C4 -3.712472 0.301581 1.520305  -0.23
C5 -4.169063 1.519817 1.927592  0.01
C6 -5.395269 1.647016 2.746860  0.13
C7 -6.127267 0.283173 2.918819  -0.25
C8 -5.606646 -0.813378 2.458405  -0.10
C9 -4.429707 -0.666140 1.945401  -0.11
H2 -4.139861 -1.943977 1.617189  0.21
H3 -6.224227 -1.588214 2.759494  0.12
O2 -7.172998 0.556081 3.779883  0.09
H4 -7.645281 -0.146695 3.974063  0.01
H5 -5.672229 2.554138 3.094268  0.06
H6 -3.772114 2.358716 1.783107  0.02
C10 -1.442768 -0.901531 1.464864  -0.13
H7 -0.854773 -0.232490 2.079310  0.14
C11 -0.463548 -1.432600 0.289707  -0.04
H8 -1.182598 -1.930584 -0.484982  0.15
H9 0.320828 -2.022719 0.726520  0.11
H10 -2.092984 -1.656156 1.615644  0.06
H11 -1.398042 1.855894 1.012554  0.07
H12 -2.649078 2.051902 -0.041256  0.17
H13 -0.666515 1.564308 -1.449246  0.09
C12 1.956834 1.446444 -0.723474  -0.30
H14 1.393423 2.340723 -0.188406  0.17
O3 3.153206 1.574511 -0.649581  0.04
C13 4.072321 0.832621 -1.224174  -0.22
C14 5.372897 0.809297 -0.710993  -0.02
C15 6.430726 0.133745 -1.224660  -0.07
C16 6.088351 -0.882885 -2.188005  0.05
C17 4.612964 -1.208194 -2.653454  -0.02
C18 3.647579 -0.109228 -2.200817  0.12
H15 2.785282 -0.497706 -2.217706  0.03
C19 4.331899 -2.118280 -3.632920  -0.61
F1 3.270316 -1.955731 -4.305984  0.23
F2 4.144325 -3.300482 -2.865802  0.07
F3 5.432384 -2.458373 -4.481003  0.07
H16 6.890857 -1.578909 -2.632128  0.12
H17 7.498824 0.202792 -0.867147  0.13
H18 5.705426 1.567764 -0.111373  0.09
H19 1.485817 1.623819 -1.768765  0.16

Atoms 1-3, force components in eV/Å:
O -4.3 3.4 -2.2
C 4.1 -3.8 0.9
N 8.1 -1.0 0.7

Strongest force on any atom = 14.54 eV/A
LUMO energy = 0.1 eV
Gap between HOMO and LUMO = 7.7498 eV

=====

[2]
ORCA calculation (ωB97M-V with the def2-TZVPD basis set) on the molecule C6H5N.

Last column: Löwdin charge in e.
Positions of all 12 atoms, in Å:
C1 1.406358 2.398218 -0.018838  0.13
C2 0.755625 1.498213 -0.495482  -0.11
C3 -0.017425 0.458924 -1.070328  -0.17
N1 0.395478 -0.832335 -1.127504  -0.04
C4 -0.611805 -1.406128 -0.382854  -0.16
C5 -0.848653 -1.075476 0.977900  -0.16
C6 -1.067401 -0.864336 2.150130  0.10
H1 1.982532 3.193898 0.398692  0.03
H2 -0.950749 0.702665 -1.561792  0.12
H3 1.348514 -1.156271 -1.249084  0.15
H4 -1.154579 -2.251483 -0.805638  0.11
H5 -1.237893 -0.665886 3.184799  0.02

Atoms 1-3, force components in eV/Å:
C -0.1 -0.2 -0.1
C 0.1 0.1 0.0
C 0.3 0.8 -0.1

Strongest force on any atom = 0.88 eV/A
LUMO energy (spin up / spin down) = -0.4 / -0.2 eV
Gap between HOMO and LUMO (spin up / spin down) = 7.1176 / 7.5248 eV

=====

no.,total energy (eV)
1,-37273.901
2,-7786.343